Entry one
Computed, not measured: a 2-piece molecular cluster, C7H11N3O3 overall, with the ωB97M-V functional and the def2-TZVPD basis.

The spin multiplicity is 1. Its HOMO-LUMO gap is 0.336 Ha. As for the net charge: 0. Its highest occupied orbital energy is -9.69 eV. The calculation puts the LUMO energy at -0.0200 Eh.

Geometry (Å):
O -0.76440 -1.95994 -0.55358
C -1.39263 -0.91928 0.00435
C -0.66429 0.28965 0.19317
C -1.30341 1.40616 0.24508
N -2.73922 1.42666 -0.08902
C -3.57047 0.32836 -0.05876
O -4.80487 0.46288 0.07526
N -2.84436 -1.00899 0.26352
H 0.32242 0.16644 0.06149
H -0.86646 2.38876 0.61286
H -3.11696 2.31361 0.03014
H -3.25691 -1.86870 -0.05300
C 4.04086 1.72431 -0.24094
N 3.56494 0.49036 -0.77745
C 3.18664 -0.45939 0.14202
C 2.01198 -1.49598 -0.14269
O 3.95254 -0.53936 1.11068
H 4.36271 1.95753 0.97874
H 5.03331 1.93278 -0.70531
H 2.99001 2.45063 -0.58296
H 2.50703 0.88291 -1.33055
H 1.69294 -1.45843 -1.24103
H 1.13739 -1.60416 0.59966
H 2.40667 -2.46914 -0.06162

Entry two
Computed, not measured: a 2-piece molecular cluster, C7H11N3O3 overall, with the ωB97M-V functional and the def2-TZVPD basis.

The spin multiplicity is 1. Its HOMO-LUMO gap is 0.373 Ha. As for the net charge: 0. Its highest occupied orbital energy is -9.63 eV. The calculation puts the LUMO energy at 0.0190 Eh.

Geometry (Å):
O -2.74372 2.02446 -0.89220
C -3.31169 1.01357 -0.56900
C -2.97022 -0.24848 -1.18656
C -3.60317 -1.29245 -0.86139
N -4.91274 -1.37834 -0.16890
C -5.08121 -0.21748 0.66294
O -5.99497 -0.19590 1.49321
N -4.23371 0.91014 0.45558
H -2.12689 -0.19486 -1.87534
H -3.42629 -2.25829 -1.38291
H -5.39575 -2.32498 -0.08843
H -4.48698 1.71659 0.84935
C 5.47611 -1.13030 0.28433
N 4.19648 -0.28317 0.88068
C 3.26305 0.24011 -0.07666
C 2.80229 1.68445 0.30714
O 2.87623 -0.25214 -1.11627
H 4.98892 -1.45436 -0.57791
H 6.43141 -0.58912 -0.00947
H 5.86995 -1.96613 0.99214
H 4.34223 0.23304 1.68026
H 3.36173 1.91906 1.20731
H 1.74562 1.53320 0.44529
H 2.93331 2.51137 -0.45320

The structure with the least stability is entry one.